1.
Here is a cluster of 17 separate species, C2H37NO17 in total from OMol25. Energies are from ωB97M-V/def2-TZVPD.

Properties
E_LUMO ... 0.241 eV
Energy relative to the best compared isomer or geometry (same formula, charge and spin) ... 55.2 kcal per mole
HOMO ... -9.88 eV
F_max ... 7.1 eV Å⁻¹

Last column: natural (NBO) charge in e.
Positions of all 57 atoms, in Å:
O  -0.427  -2.491  -2.922  -0.575
C  0.477  -2.145  -2.175  0.451
C  0.671  -0.695  -1.771  -0.367
N  0.687  -0.668  -0.291  -0.859
H  1.197  -2.898  -1.873  0.167
H  1.599  -0.261  -2.199  0.244
H  -0.049  -0.001  -2.226  0.228
H  -0.180  -0.249  0.030  0.397
H  1.373  0.024  0.013  0.381
H  -0.197  -1.662  1.924  0.483
H  0.119  -1.920  3.360  0.475
O  -0.564  -2.107  2.703  -0.962
H  2.065  0.728  4.326  0.476
H  1.101  1.075  3.124  0.505
O  1.790  0.448  3.452  -1.016
H  0.941  3.158  -3.149  0.478
H  1.581  1.970  -2.303  0.514
O  0.743  2.329  -2.708  -1.006
H  -2.460  -0.329  2.178  0.528
H  -3.120  0.474  3.230  0.484
O  -2.377  0.548  2.613  -0.986
H  -2.768  1.138  1.001  0.501
H  -3.337  0.775  -0.380  0.502
O  -2.799  1.451  0.057  -0.984
H  -2.640  -1.413  -0.210  0.504
H  -2.415  -2.285  1.051  0.491
O  -2.319  -1.388  0.711  -1.005
H  0.790  4.128  1.975  0.470
H  0.159  4.176  0.579  0.510
O  0.903  4.510  1.097  -0.970
H  1.669  -1.626  -0.469  0.513
H  2.661  -1.901  -1.744  0.470
O  2.512  -1.459  -0.908  -1.018
H  2.001  2.961  1.388  0.502
H  3.484  2.913  0.982  0.484
O  2.737  2.355  1.229  -0.955
H  -1.594  -0.067  -4.323  0.481
H  -1.399  -1.391  -3.739  0.499
O  -2.141  -0.725  -3.872  -0.987
H  -3.001  -0.898  -2.410  0.516
H  -3.752  -2.004  -1.714  0.473
O  -3.633  -1.048  -1.665  -0.985
H  2.685  1.571  -0.196  0.505
H  2.566  0.317  -1.016  0.486
O  2.482  1.287  -1.127  -1.025
H  0.507  -4.727  0.338  0.482
H  1.176  -3.278  0.699  0.491
O  0.851  -3.888  0.034  -0.999
H  -1.432  2.139  -0.255  0.505
H  -0.115  2.445  -1.091  0.510
O  -0.543  2.577  -0.231  -1.066
H  1.741  -1.171  1.874  0.527
H  2.401  -2.567  1.654  0.496
O  1.597  -2.059  1.506  -0.978
H  -1.052  1.709  3.043  0.513
H  -0.329  2.088  1.757  0.503
O  -0.208  2.093  2.722  -1.003


2.
Here is a cluster of 17 separate species, C2H38O18 in total from OMol25. Energies are from ωB97M-V/def2-TZVPD.

Properties
E_LUMO ... -0.064 eV
Energy relative to the best compared isomer or geometry (same formula, charge and spin) ... 0.0 kcal per mole
HOMO ... -9.92 eV
F_max ... 1.8 eV Å⁻¹

Last column: natural (NBO) charge in e.
Positions of all 58 atoms, in Å:
O  3.173  2.015  -0.395  -0.800
C  3.331  1.684  0.970  0.394
C  2.010  1.165  1.614  -0.648
H  3.681  2.613  1.428  0.139
H  1.302  0.909  0.827  0.228
H  1.730  1.907  2.358  0.212
H  2.286  0.231  2.090  0.216
H  1.699  -2.259  2.489  0.492
H  2.835  -2.458  3.323  0.473
O  2.238  -3.010  2.800  -0.952
H  3.302  1.320  -1.057  0.518
H  2.538  -0.746  -1.494  0.477
O  3.397  -0.511  -1.861  -0.961
H  -2.623  -0.664  -2.930  0.500
H  -2.658  0.299  -4.092  0.473
O  -2.044  -0.091  -3.462  -0.976
H  -1.355  0.467  1.046  0.509
H  -1.962  -0.317  -0.366  0.511
O  -1.617  0.451  0.115  -1.053
H  -4.516  -2.100  -2.233  0.486
H  -4.303  -2.437  -3.698  0.485
O  -3.849  -2.077  -2.930  -0.957
H  -4.231  -1.017  4.135  0.484
H  -2.754  -1.214  3.667  0.477
O  -3.502  -0.609  3.666  -0.961
H  -0.717  4.593  1.065  0.479
H  -0.189  3.316  0.665  0.499
O  -0.746  3.676  1.364  -0.991
H  5.026  0.614  0.599  0.487
H  3.116  -0.154  -2.719  0.497
O  4.188  0.591  1.070  -0.743
H  -4.893  -0.666  1.166  0.485
H  -5.432  0.747  0.593  0.483
O  -5.621  -0.059  1.072  -0.967
H  -1.730  -2.691  -1.301  0.505
H  -0.891  -2.048  -0.194  0.487
O  -1.792  -2.141  -0.513  -0.975
H  2.032  -4.055  -0.235  0.462
H  2.369  -3.168  0.914  0.500
O  2.164  -3.125  -0.035  -0.980
H  -0.402  -0.686  3.145  0.495
H  -0.862  -1.327  1.844  0.471
O  -0.244  -1.445  2.570  -0.965
H  0.600  0.022  -3.534  0.493
H  1.013  1.269  -2.820  0.500
O  1.387  0.495  -3.231  -0.994
H  0.568  3.434  -1.388  0.494
H  1.978  3.235  -0.759  0.509
O  1.082  3.609  -0.583  -1.015
H  -1.796  1.228  3.048  0.493
H  -0.680  2.192  2.619  0.524
O  -0.952  1.267  2.581  -0.993
H  -1.234  1.332  -2.189  0.501
H  -0.738  1.810  -0.970  0.505
O  -0.662  2.064  -1.908  -1.015
H  0.196  -3.812  -2.642  0.468
H  1.075  -2.698  -2.113  0.492
O  0.190  -2.868  -2.465  -0.959


3.
Here is a cluster of 18 separate species, C2H38O19 in total from OMol25. Energies are from ωB97M-V/def2-TZVPD.

Properties
E_LUMO ... -0.023 eV
HOMO ... -10.52 eV
F_max ... 3.8 eV Å⁻¹

Last column: natural (NBO) charge in e.
Positions of all 59 atoms, in Å:
O  -0.693  -0.223  -0.129  -0.719
C  0.613  -0.247  -0.074  0.877
O  1.276  0.768  0.255  -0.736
C  1.217  -1.670  0.049  -0.779
H  0.633  2.887  -0.566  0.485
H  2.289  -1.770  0.320  0.226
H  1.201  -1.943  -0.983  0.279
H  0.666  -2.277  0.794  0.278
H  1.412  1.423  4.277  0.470
H  2.734  1.396  3.604  0.497
O  2.162  0.840  4.202  -1.007
H  0.292  1.518  1.488  0.481
H  -0.982  1.021  2.356  0.502
O  -0.419  1.769  2.093  -1.032
H  -1.112  0.662  -0.385  0.545
H  -2.026  2.556  0.264  0.510
O  -1.902  2.098  -0.579  -0.995
H  2.289  1.401  -3.263  0.515
H  2.258  2.913  -3.668  0.488
O  1.699  2.184  -3.382  -0.994
H  2.910  0.319  0.349  0.498
H  3.926  -0.311  1.368  0.475
O  3.839  0.268  0.602  -0.994
H  2.312  -0.311  -2.442  0.487
H  3.675  0.144  -1.856  0.498
O  3.197  -0.011  -2.688  -0.949
H  -4.693  1.241  -1.401  0.472
H  -3.174  1.550  -1.510  0.503
O  -3.974  1.282  -2.008  -0.971
H  -3.870  -0.097  0.728  0.482
H  -4.202  -1.531  0.477  0.487
O  -3.558  -0.855  0.171  -0.955
H  -0.772  -2.394  -2.184  0.490
H  -0.314  -3.036  -3.496  0.472
O  0.005  -2.810  -2.608  -0.963
H  0.820  -0.897  4.475  0.497
H  1.192  -0.790  3.152  0.499
O  0.899  -1.510  3.735  -0.965
H  -0.064  1.073  -3.539  0.494
H  -1.301  -0.012  -3.313  0.512
O  -0.484  0.400  -2.990  -1.029
H  -1.810  -1.788  -0.239  0.489
H  -1.113  -2.962  0.521  0.491
O  -1.621  -2.748  -0.281  -1.003
H  -3.000  -1.540  -2.473  0.469
H  -3.249  -0.091  -2.648  0.499
O  -2.921  -0.868  -3.149  -0.983
H  4.049  1.610  1.998  0.507
H  2.847  2.680  2.070  0.487
O  3.628  2.312  2.486  -0.962
H  0.835  2.920  -2.114  0.513
H  -1.302  2.672  -1.133  0.536
O  0.232  3.195  -1.376  -0.987
H  -0.197  -4.095  2.308  0.488
H  -0.077  -2.673  3.030  0.519
O  -0.443  -3.166  2.266  -1.010
H  -1.911  -1.081  3.054  0.482
H  -1.942  -0.987  1.595  0.504
O  -1.978  -0.410  2.389  -0.968


4.
Here is a structure of composition C2H3AlO from OMol25. Energies are from ωB97M-V/def2-TZVPD.

Properties
E_LUMO (spin up / spin down) ... -21.639 / -21.596 eV
Spin multiplicity ... 2
HOMO (spin up / spin down) ... -28.80 / -28.21 eV
F_max ... 6.5 eV Å⁻¹
⟨S²⟩ ... 1.0447
Net charge ... +3

Last column: natural (NBO) charge in e.
Positions of all 7 atoms, in Å:
O  -0.586  -0.611  0.558  -0.976
Al  -1.177  -1.768  -0.602  2.234
H  -0.792  -0.474  1.495  0.634
C  0.613  0.595  -0.259  -0.257
C  -0.724  0.643  -0.463  0.553
H  1.532  0.451  0.320  0.417
H  1.134  1.163  -1.049  0.396


5.
Here is a structure of composition C2H3Br2NO4S from OMol25. Energies are from ωB97M-V/def2-TZVPD.

Properties
E_LUMO (spin up / spin down) ... -2.944 / -3.756 eV
Energy relative to the best compared isomer or geometry (same formula, charge and spin) ... 48.7 kcal per mole
HOMO (spin up / spin down) ... -11.22 / -10.02 eV
F_max ... 4.4 eV Å⁻¹

Last column: natural (NBO) charge in e.
Positions of all 13 atoms, in Å:
C  0.073  0.366  -0.209  -0.910
C  -2.754  0.635  -0.515  -0.221
N  -2.887  0.090  -1.777  0.407
O  -1.852  0.051  -2.445  -0.385
O  -3.999  -0.183  -2.175  -0.351
O  -1.585  0.189  1.694  -0.923
O  -1.315  2.491  0.804  -0.868
S  -1.315  1.049  0.537  2.117
Br  -4.292  1.013  0.389  0.295
Br  -2.359  -2.449  0.291  -0.004
H  -0.032  -0.712  -0.260  0.286
H  0.432  0.889  -1.051  0.270
H  1.030  0.564  0.540  0.285


6.
Here is a cluster of 2 separate species, C2H3Br2O2Si in total from OMol25. Energies are from ωB97M-V/def2-TZVPD.

Properties
E_LUMO ... 3.438 eV
Energy relative to the best compared isomer or geometry (same formula, charge and spin) ... 4.1 kcal per mole
HOMO ... -3.73 eV
F_max ... 2.5 eV Å⁻¹
Net charge ... -1

Last column: natural (NBO) charge in e.
Positions of all 10 atoms, in Å:
C  -3.701  -0.197  -0.967  0.979
C  0.035  -0.172  0.294  -1.206
O  -3.231  0.697  -1.540  -0.588
O  -4.574  -0.853  -0.543  -0.580
Si  -1.474  -1.314  0.091  0.725
Br  -0.739  -3.124  -1.287  -0.505
Br  -1.158  -2.444  2.207  -0.518
H  0.831  -0.944  0.671  0.232
H  0.499  0.236  -0.594  0.228
H  -0.286  0.616  1.107  0.233


7.
Here is a structure of composition C2H3BrClF from OMol25. Energies are from ωB97M-V/def2-TZVPD.

Properties
E_LUMO ... -1.094 eV
Energy relative to the best compared isomer or geometry (same formula, charge and spin) ... 36.4 kcal per mole
HOMO ... -10.41 eV
F_max ... 3.3 eV Å⁻¹

Last column: natural (NBO) charge in e.
Positions of all 8 atoms, in Å:
C  0.172  0.065  0.278  -0.758
C  1.082  -0.134  1.466  0.444
F  1.632  -1.331  1.528  -0.309
Cl  -0.438  -0.272  3.249  -0.358
Br  2.293  1.206  1.745  0.180
H  -0.673  0.801  0.272  0.282
H  0.832  0.063  -0.696  0.254
H  -0.546  -0.871  0.376  0.264